(1)
DFT (ωB97M-V/def2-TZVPD) results for the molecule C3H9N3 in a non-equilibrium geometry.

Properties
E	-283.9146	Ha
energy relative to the best compared isomer or geometry (same formula, charge and spin)	1.865	eV
SMILES string	C=NNCCN

Cartesian coordinates (Å):
1 C -0.209357 0.640925 2.652867
2 N 0.213194 0.597990 1.445033
3 N -0.183859 -0.457581 0.694029
4 C 0.653392 -0.711407 -0.441451
5 C 0.437978 0.385448 -1.492539
6 N -0.891375 0.431734 -2.110707
7 H -0.831658 -0.178920 3.100879
8 H 0.086973 1.490488 3.259221
9 H -0.480468 -1.309741 1.194130
10 H 1.719223 -0.807460 -0.137908
11 H 0.322737 -1.669171 -0.893940
12 H 0.644002 1.353452 -0.987686
13 H 1.178205 0.222763 -2.270351
14 H -1.060536 -0.439099 -2.635106
15 H -1.598451 0.450578 -1.376472

Forces on atoms 1 to 6 (eV/Å):
C 0.06 -0.44 -0.24
N -0.51 -0.19 1.15
N -0.64 -0.79 0.34
C 0.11 -0.37 -0.78
C 0.25 0.28 0.40
N 0.03 -0.67 0.12

Here are the Löwdin charges for atoms 1 to 4, given in e: -0.07, -0.06, -0.13, -0.24

=====

(2)
DFT (ωB97M-V/def2-TZVPD) results for AlB3ClFHO3 as an isolated structure in a non-equilibrium geometry.

Properties
E	-1102.0629	Ha
total charge	+3

Cartesian coordinates (Å):
1 F -0.370090 2.204418 1.556333
2 B 0.114961 1.507003 0.569826
3 O 1.242723 0.604627 0.699445
4 B 0.744533 -0.660616 0.390346
5 O 0.077009 -0.775731 -0.858730
6 B -0.960340 0.238689 -0.937753
7 Cl -2.687551 -0.145772 -1.176165
8 O -0.486286 1.558360 -0.748118
9 H 0.880364 -1.621356 1.136521
10 Al 1.444676 -2.909622 -0.631703

Forces on atoms 1 to 6 (eV/Å):
F 0.82 -1.17 -1.39
B 0.01 3.04 1.39
O -2.50 -2.14 -0.14
B 1.10 3.61 -1.53
O -1.06 -0.85 1.97
B 0.27 0.57 -1.71

Here are the Löwdin charges for atoms 1 to 4, given in e: 0.42, -0.49, 0.44, -0.38

=====

(3)
DFT (ωB97M-V/def2-TZVPD) results for the molecule C20H22ClNO3.

Properties
E	-1516.0047	Ha
energy relative to the best compared isomer or geometry (same formula, charge and spin)	0.000	eV
SMILES string	O=C(NCCc1ccc(Cl)cc1)c1ccc(OC[C@H]2CCCO2)cc1

Cartesian coordinates (Å):
1 O 1.828331 1.369339 3.258222
2 C 2.020249 0.977939 2.121967
3 N 3.049554 0.147608 1.803643
4 C 3.859031 -0.472592 2.822219
5 C 3.303663 -1.849709 3.235802
6 C 3.238375 -2.763192 2.047666
7 C 2.110246 -2.783280 1.234306
8 C 2.063902 -3.570476 0.097769
9 C 3.159865 -4.351551 -0.230487
10 Cl 3.111860 -5.341802 -1.648700
11 C 4.293428 -4.350149 0.566331
12 C 4.326229 -3.553586 1.696334
13 C 1.152204 1.377113 0.980852
14 C 1.561497 1.361046 -0.352192
15 C 0.692667 1.737290 -1.351405
16 C -0.615141 2.135186 -1.055727
17 O -1.367494 2.491635 -2.126413
18 C -2.729815 2.801618 -1.957797
19 C -3.605367 1.559030 -1.701697
20 C -5.045904 1.956278 -1.314417
21 C -5.912524 1.120875 -2.258306
22 C -4.966942 0.928712 -3.443101
23 O -3.692997 0.751042 -2.863058
24 C -1.022190 2.169050 0.276133
25 C -0.139641 1.800999 1.272972
26 H 3.055974 -0.292229 0.897318
27 H 4.879878 -0.578383 2.444908
28 H 3.853501 0.196300 3.685267
29 H 2.307628 -1.704296 3.656061
30 H 3.951562 -2.268942 4.005981
31 H 1.252896 -2.178790 1.494153
32 H 1.185392 -3.579268 -0.528103
33 H 5.139188 -4.965550 0.302746
34 H 5.210322 -3.550505 2.317041
35 H 2.571109 1.082998 -0.617600
36 H 0.999211 1.736101 -2.385372
37 H -3.027524 3.256386 -2.906375
38 H -2.871102 3.533226 -1.151861
39 H -3.124991 0.941030 -0.933712
40 H -5.253682 1.752734 -0.266518
41 H -5.200334 3.020297 -1.499688
42 H -6.838981 1.616996 -2.535980
43 H -6.143261 0.154515 -1.810040
44 H -5.181168 0.044162 -4.043139
45 H -4.977581 1.815860 -4.093885
46 H -2.016882 2.485015 0.549482
47 H -0.444240 1.833922 2.308401

Forces on atoms 1 to 6 (eV/Å):
O -0.15 0.01 0.23
C 0.20 -0.04 -0.17
N 0.18 -0.07 -0.21
C -0.02 -0.03 0.35
C 0.12 0.26 -0.15
C -0.05 -0.04 0.13

Here are the Löwdin charges for atoms 1 to 4, given in e: 0.06, -0.46, 0.06, -0.17

=====

(4)
DFT (ωB97M-V/def2-TZVPD) results for a 10-piece molecular cluster, C22H64F3N14O12S overall in a non-equilibrium geometry.

Properties
E	-3243.9166	Ha
energy relative to the best compared isomer or geometry (same formula, charge and spin)	0.000	eV
total charge	-1

Cartesian coordinates (Å):
1 C 1.427753 -15.935315 -6.651043
2 F 1.170567 -16.030295 -7.943384
3 F 2.636701 -15.311244 -6.405320
4 F 0.455487 -15.110446 -6.268758
5 S 1.301683 -17.701847 -5.821587
6 O 0.190889 -18.366138 -6.416165
7 O 2.613795 -18.360256 -6.015976
8 O 1.046105 -17.352117 -4.423296
9 C 2.838049 -17.503646 -1.317183
10 O 3.646154 -17.815685 -0.520570
11 N 2.549647 -16.332468 -1.698742
12 N 2.385624 -18.480198 -2.051703
13 H 1.662785 -16.249390 -2.174849
14 H 2.847431 -15.526555 -1.167766
15 H 2.774128 -19.409603 -1.978377
16 H 1.876961 -18.202518 -2.878902
17 C 5.659246 -16.397007 -4.483051
18 O 6.389745 -16.332168 -3.571156
19 N 5.912761 -16.207981 -5.735589
20 N 4.375521 -16.400550 -4.398935
21 H 5.040703 -16.332476 -6.229683
22 H 6.727344 -15.681634 -6.017582
23 H 4.067149 -16.515227 -3.444030
24 H 3.840491 -16.185385 -5.228121
25 C -2.736204 -16.342064 -8.479473
26 O -3.018809 -15.984679 -9.661870
27 N -1.490018 -16.719299 -8.155763
28 N -3.614558 -16.517492 -7.534342
29 H -1.318924 -17.411700 -7.440636
30 H -0.907188 -16.838527 -8.971971
31 H -3.338681 -16.922426 -6.651147
32 H -4.602871 -16.435123 -7.725538
33 C 3.662653 -21.897467 -4.864334
34 O 3.715301 -22.911510 -4.198307
35 N 2.922050 -20.824992 -4.603909
36 N 4.151904 -21.979180 -6.068019
37 H 3.005345 -20.009590 -5.194050
38 H 2.334926 -20.814324 -3.782149
39 H 4.591503 -22.795266 -6.469080
40 H 3.960350 -21.223780 -6.710494
41 C 0.892800 -11.936036 -7.954756
42 O 0.067797 -11.585610 -8.765264
43 N 1.960592 -12.666497 -8.100885
44 N 0.971860 -11.439912 -6.781298
45 H 2.084655 -13.250055 -8.915854
46 H 2.271683 -12.969410 -7.188984
47 H 1.862061 -11.576894 -6.324254
48 H 0.445826 -10.659820 -6.414087
49 C 4.351776 -16.653255 -8.756660
50 C 4.255238 -15.246030 -9.274207
51 C 5.365481 -14.304675 -8.932393
52 O 5.120465 -12.927415 -8.797660
53 C 4.780925 -12.171928 -9.970180
54 N 4.315125 -15.309853 -10.748949
55 H 3.678780 -17.397121 -9.183085
56 H 4.324172 -16.846717 -7.684321
57 H 5.343156 -17.030403 -9.007735
58 H 3.269341 -14.857976 -9.018237
59 H 6.201186 -14.516548 -9.599336
60 H 5.677650 -14.624638 -7.938269
61 H 3.917938 -12.583484 -10.493611
62 H 5.615962 -12.169781 -10.670761
63 H 4.707756 -11.112364 -9.725082
64 H 3.476902 -15.583976 -11.241221
65 H 4.428511 -14.390573 -11.151647
66 C -3.007290 -19.841316 -7.124164
67 C -3.412416 -19.320328 -5.721854
68 C -3.124910 -20.421238 -4.583778
69 O -1.743341 -20.647047 -4.689689
70 C -1.146670 -21.286702 -3.523945
71 N -2.735605 -18.043471 -5.495058
72 H -3.571618 -20.745290 -7.353219
73 H -1.968026 -20.088188 -7.341121
74 H -3.305960 -19.138307 -7.901772
75 H -4.489702 -19.154575 -5.713491
76 H -3.637609 -21.367342 -4.757357
77 H -3.460335 -20.168511 -3.577936
78 H -1.416843 -20.787315 -2.593510
79 H -0.077701 -21.411071 -3.697002
80 H -1.638554 -22.255812 -3.440388
81 H -2.739900 -17.822414 -4.509553
82 H -1.789699 -18.311668 -5.726210
83 C 2.823848 -22.114467 -9.471130
84 C 1.993256 -20.938516 -8.808373
85 C 0.993735 -21.299130 -7.711893
86 O 0.614861 -22.718420 -7.736444
87 C -0.371975 -22.957920 -6.743770
88 N 3.124430 -20.126318 -8.281943
89 H 3.264525 -22.727533 -8.684964
90 H 3.456366 -21.764542 -10.286962
91 H 2.166120 -22.867293 -9.905588
92 H 1.449362 -20.347442 -9.545197
93 H 0.212017 -20.560032 -7.536530
94 H 1.582155 -21.229217 -6.797026
95 H -0.617028 -24.015599 -6.647021
96 H -1.403006 -22.729871 -7.014079
97 H -0.017716 -22.717316 -5.741424
98 H 2.730342 -19.390735 -7.712993
99 H 3.666664 -19.615171 -8.963715
100 C -5.888693 -17.525090 -1.456449
101 C -4.605293 -16.765626 -0.986252
102 C -3.329704 -16.691223 -1.804137
103 O -2.222326 -16.380779 -1.010732
104 C -0.951891 -16.450720 -1.623961
105 N -5.159407 -15.511257 -0.736566
106 H -6.193148 -17.162113 -2.438112
107 H -6.606355 -17.283210 -0.672509
108 H -5.569596 -18.554966 -1.616538
109 H -4.296844 -17.090505 0.007433
110 H -3.395003 -16.051167 -2.684004
111 H -3.164265 -17.689581 -2.209148
112 H -0.220361 -16.412848 -0.816793
113 H -0.784521 -15.590978 -2.272762
114 H -0.805582 -17.392143 -2.153503
115 H -4.616961 -14.989173 -0.063316
116 H -5.874091 -15.878987 -0.124917

Forces on atoms 1 to 6 (eV/Å):
C -1.06 -0.40 0.23
F 1.59 -0.55 -1.04
F -1.13 -0.58 -0.56
F 0.37 0.02 1.47
S 1.99 0.60 2.28
O -0.71 -0.28 -1.33

Here are the Löwdin charges for atoms 1 to 4, given in e: -0.59, 0.12, 0.07, 0.13